[1]
Formula: C13H13GaN2O7S2
Source: OMol25
Level of theory: ωB97M-V/def2-TZVPD

Structure (XYZ):
```
38
C13H13GaN2O7S2 | OMol25 | ωB97M-V/def2-TZVPD
Ga 2.52 -1.23 -0.45
O 4.38 -2.54 2.22
S 3.36 -1.68 1.74
O 2.68 -0.86 2.69
O 2.29 -2.45 0.89
O 3.93 -0.76 0.59
N 3.43 0.16 -2.02
N 2.63 -0.13 -3.12
C 1.96 -1.36 -3.14
O 1.37 -1.68 -4.14
O 1.99 -2.04 -2.03
H 3.36 1.14 -1.74
H 4.42 -0.09 -2.13
H 2.91 0.21 -4.03
O 1.00 -0.05 -0.24
S -0.40 -0.67 -0.40
C -1.32 0.82 -0.88
C -2.28 0.73 -1.88
C -2.95 1.87 -2.28
C -2.67 3.09 -1.68
C -1.71 3.17 -0.68
C -1.03 2.03 -0.27
C -1.06 -0.74 1.28
C -2.34 -1.27 1.42
C -2.89 -1.36 2.69
C -2.17 -0.92 3.79
C -0.89 -0.41 3.63
C -0.33 -0.33 2.37
H -2.48 -0.23 -2.34
H -3.69 1.81 -3.06
H -3.21 3.97 -1.99
H -1.50 4.12 -0.22
H -0.29 2.07 0.50
H -2.89 -1.59 0.56
H -3.88 -1.76 2.81
H -2.62 -0.98 4.78
H -0.33 -0.09 4.49
H 0.69 0.02 2.25
```

The orbital gap comes out at 0.360 hartree. The total charge is 0.

Results of the natural (NBO) charge analysis, in e, for atoms 1 through 6: 1.93 -0.93 2.54 -0.98 -1.06 -1.07


[2]
Formula: C13H13NO5
Source: OMol25
Level of theory: ωB97M-V/def2-TZVPD

Structure (XYZ):
```
32
C13H13NO5 | OMol25 | ωB97M-V/def2-TZVPD
C 5.73 0.52 0.07
H 5.51 1.11 -0.83
O 5.05 -0.71 0.06
C 3.68 -0.70 0.03
C 2.90 0.44 0.01
C 1.52 0.28 -0.03
C 0.93 -1.00 -0.04
C 1.72 -2.15 -0.02
C 3.09 -1.98 0.01
H 3.75 -2.83 0.03
H 1.28 -3.13 -0.04
O -0.41 -0.94 -0.08
C -0.73 0.41 -0.08
C 0.41 1.19 -0.05
N 0.43 2.54 -0.11
H 1.25 3.04 0.18
H -0.47 2.98 -0.01
C -2.09 0.87 -0.06
O -2.35 2.07 -0.04
C -3.15 -0.21 -0.03
C -4.55 0.38 0.04
C -5.66 -0.63 0.05
O -6.82 -0.38 0.25
O -5.24 -1.88 -0.20
H -6.00 -2.49 -0.20
H -4.65 1.00 0.94
H -4.71 1.05 -0.81
H -3.04 -0.82 -0.93
H -2.96 -0.87 0.82
H 3.33 1.43 0.02
H 5.48 1.11 0.96
H 6.79 0.27 0.09
```

The orbital gap comes out at 0.302 hartree. The SMILES is COc1ccc2oc(C(=O)CCC(=O)O)c(N)c2c1. The calculation puts the relative energy (zero: lowest compared OMol25 entry of this formula, charge and spin) at 5.0 kcal/mol. The total charge is 0.

Results of the natural (NBO) charge analysis, in e, for atoms 1 through 6: -0.25 0.18 -0.49 0.28 -0.30 -0.08


[3]
Formula: C13H13NP
Source: OMol25
Level of theory: ωB97M-V/def2-TZVPD

Structure (XYZ):
```
28
C13H13NP | OMol25 | ωB97M-V/def2-TZVPD
C 2.48 2.56 0.35
C 3.21 1.34 0.29
C -3.56 0.45 0.47
C 1.13 2.59 0.01
C 2.46 0.23 -0.02
C -2.61 -0.66 0.48
C -3.27 1.72 0.02
C 0.39 1.47 -0.29
C 1.10 0.20 -0.28
C -1.51 -0.60 -0.20
C -1.00 1.50 -0.58
C 0.28 -2.35 -1.75
C 0.55 -2.44 1.11
N -2.05 2.11 -0.43
P 0.09 -1.31 -0.22
H 2.95 3.50 0.73
H 4.25 1.19 0.35
H -4.52 0.22 0.71
H 0.68 3.51 0.27
H 3.03 -0.68 -0.26
H -3.04 -1.55 0.84
H -4.01 2.53 0.07
H 1.19 -2.94 -1.52
H 0.61 -1.53 -2.47
H -0.53 -3.00 -1.90
H -0.19 -3.23 1.07
H 0.24 -2.05 2.10
H 1.66 -2.76 1.06
```

The orbital gap comes out at 0.260 hartree. The SMILES is CP1(C)=C=C/C=C\[N+]#Cc2ccccc21. The calculation puts the relative energy (zero: lowest compared OMol25 entry of this formula, charge and spin) at 49.1 kcal/mol. The total charge is +1.

Results of the natural (NBO) charge analysis, in e, for atoms 1 through 6: -0.14 -0.17 -0.18 -0.16 -0.19 -0.18


[4]
Formula: C13H14AuClIN2O8P2
Source: OMol25
Level of theory: ωB97M-V/def2-TZVPD

Structure (XYZ):
```
42
C13H14AuClIN2O8P2 | OMol25 | ωB97M-V/def2-TZVPD
Au -0.20 6.92 14.75
Cl -0.08 7.89 21.60
C -0.43 7.97 19.89
C -1.31 8.93 19.51
C -1.74 9.11 18.21
I -3.27 10.45 17.68
C -1.09 8.33 17.21
O -1.33 8.42 16.00
C 0.03 7.36 17.64
N 0.62 6.66 16.64
C 1.74 5.96 16.86
C 2.29 5.91 18.15
C 1.57 6.50 19.22
C 0.41 7.24 18.97
H -1.86 9.47 20.22
H 2.14 5.45 16.05
H 3.24 5.36 18.25
H 2.02 6.35 20.23
C -0.32 4.42 11.21
C 0.46 5.77 11.16
O 1.11 5.99 9.91
P 1.71 6.08 12.39
O 2.98 5.28 11.92
O 2.04 7.58 12.31
O 1.39 5.68 13.80
P -0.85 7.01 11.44
O -0.11 8.41 11.05
O -1.90 6.71 10.45
O -1.13 7.01 12.93
H 0.34 3.55 11.04
H -1.08 4.39 10.47
H -0.84 4.35 12.16
H 0.43 6.06 9.26
H 3.02 5.14 10.98
H 1.65 7.98 11.50
H -0.27 8.58 10.10
C -0.17 11.15 14.06
C 0.78 10.26 14.66
N 1.37 9.48 15.23
H -0.46 11.89 14.78
H -1.06 10.54 13.87
H 0.05 11.62 13.08
```

As for the spin multiplicity: 3. The orbital gap (alpha / beta) comes out at 0.282 / 0.247 hartree. The calculation puts the relative energy (zero: lowest compared OMol25 entry of this formula, charge and spin) at 17.9 kcal/mol. The total charge is +1.

Results of the natural (NBO) charge analysis, in e, for atoms 1 through 6: 1.33 0.09 0.10 -0.27 -0.18 0.31


One value per record, in order, for calculated total energy: -3860.6231; -934.1623; -898.8969; -2791.4203 hartree.
One value per record, in order, for M: 443.11; 263.25; 214.23; 747.53 g mol⁻¹.